Formula: C19H17F5N2SZn
Source: the Open Molecules 2025 dataset
Level of theory: ωB97M-V with the def2-TZVPD basis set

Output
ΔE to the lowest compared entry with this formula, charge and spin	3.36	kcal/mol
E_HOMO	-7.0917	eV
total energy	-95798.723	eV
lowest unoccupied orbital energy	-1.07	eV
max |F|	2.0	eV Å⁻¹

CARTESIAN COORDINATES (ANGSTROEM)
1 H 0.713780 2.933465 -1.249047
2 S 0.919413 0.247638 2.140608
3 H 4.262649 2.033974 -3.570525
4 H -4.810637 -0.742325 -0.282664
5 C 2.673832 -3.623560 -0.885680
6 C -4.609657 0.108441 0.368651
7 Zn -0.386996 0.130985 -0.022001
8 C 1.988226 -1.327681 -1.210407
9 H 2.549222 3.740559 -2.770970
10 H -3.869910 1.545130 -1.156531
11 C 0.668436 -2.736367 0.099335
12 H -5.612510 1.443810 -1.000267
13 C -0.246000 -0.027457 3.333891
14 C -0.975849 1.036214 3.927138
15 F 0.212310 -2.372575 3.349293
16 N 0.854820 -1.535099 -0.480506
17 H 4.001905 -0.368801 -2.784813
18 H -5.399800 0.140070 1.123560
19 C 2.500093 2.690841 -2.485930
20 F -2.582446 1.859002 5.474973
21 C -1.641810 1.587877 0.100773
22 F -3.052301 -0.705662 6.346914
23 H -3.668092 -0.064794 0.882396
24 C 1.461556 2.251161 -1.646447
25 C 3.432440 1.740914 -2.926226
26 C -0.490518 -1.326841 3.849007
27 F -0.766982 2.299221 3.486068
28 C 1.541757 -3.811818 -0.088785
29 N 1.303951 0.968991 -1.285634
30 C -4.674579 1.417213 -0.438639
31 C 2.209773 0.049161 -1.695918
32 F -1.657586 -2.824229 5.280353
33 C -2.125426 -0.483146 5.398970
34 H -2.407683 1.329479 0.847663
35 C -1.421269 -1.562936 4.851397
36 H 3.368547 -4.440967 -1.068062
37 H -1.145316 2.515275 0.427374
38 C 2.906785 -2.365983 -1.440788
39 C -1.898112 0.820568 4.945220
40 H 1.312915 -4.763909 0.383383
41 H -0.204912 -2.830359 0.741073
42 H -2.040012 1.738507 -0.916449
43 H -4.677582 2.294890 0.208955
44 H 3.781980 -2.142451 -2.044217
45 C 3.296092 0.414772 -2.513785

Forces on atoms 1 to 6 (eV/Å):
H 0.12 -0.06 -0.11
S 1.12 0.13 -1.33
H -0.25 -0.10 0.19
H 0.05 -0.09 0.03
C -0.28 0.23 0.04
C -0.49 0.37 -0.24